Here is a 8-piece molecular cluster, H16O8 overall at a distorted geometry from OMol25. Energies are from ωB97M-V/def2-TZVPD.

Results
HOMO-LUMO gap in Ha: 0.3734
Electronic energy in Eh: -611.4742
Strongest force on any atom in eV/Å: 4.9
E_HOMO in eV: -10.6
SMILES string: O.O.O.O.O.O.O.O
LUMO level in eV: -0.42

Element x y z (Å)
O1 -1.70883 2.18179 -0.13313
H1 -1.92183 1.51179 -0.79213
H2 -2.54883 2.49979 0.25787
O2 2.69717 -1.09721 -0.36513
H3 2.03517 -1.49221 -0.93913
H4 2.17617 -0.59321 0.27987
O3 0.22417 0.30279 0.39887
H5 -0.31783 1.05079 0.42087
H6 -0.09583 -0.18721 1.17987
O4 0.72117 -3.27421 1.53887
H7 -0.03983 -2.67421 1.56287
H8 0.37617 -3.96921 1.97587
O5 1.70517 2.76179 -0.64713
H9 2.48217 2.61179 -1.15913
H10 1.41817 1.92779 -0.22113
O6 -1.02083 -1.83121 -0.75213
H11 -0.60483 -1.00221 -0.53113
H12 -1.89183 -1.64321 -0.37813
O7 -1.41283 -1.41721 1.99087
H13 -1.95583 -2.11821 2.11787
H14 -2.01083 -0.71321 2.17787
O8 0.25817 2.12979 -2.71213
H15 0.86117 2.50279 -3.35913
H16 0.57517 2.53179 -1.91213


Here is a 8-piece molecular cluster, H16O8 overall at a distorted geometry from OMol25. Energies are from ωB97M-V/def2-TZVPD.

Results
HOMO-LUMO gap in Ha: 0.3543
Electronic energy in Eh: -611.3856
Strongest force on any atom in eV/Å: 6.4
E_HOMO in eV: -10.8
LUMO level in eV: -1.13

Element x y z (Å)
O1 1.57800 2.00329 -0.81846
H1 1.43900 1.90929 -1.83846
H2 1.41600 2.88729 -0.25846
H3 0.91000 1.24929 -0.59946
O2 -0.15200 0.19129 0.16254
H4 0.00300 0.00929 1.06454
O3 2.14300 -1.16471 0.14054
H5 1.97400 -1.92371 -0.44946
H6 1.43100 -0.59371 0.16254
O4 2.38100 -2.09771 2.78454
H7 1.47900 -2.01271 3.03454
H8 2.15900 -1.88571 1.92454
O5 -2.13900 -1.66071 0.01054
H9 -2.03700 -2.53171 0.33654
H10 -1.39900 -1.09071 0.06654
O6 -1.84400 1.69729 -1.12646
H11 -2.76500 1.18029 -1.11546
H12 -1.26600 1.02729 -0.51446
O7 -1.62100 1.99029 1.64554
H13 -1.33000 1.18429 1.40854
H14 -2.08600 2.31829 0.96254
O8 0.24500 -0.81271 -2.52246
H15 -0.48500 -1.35571 -2.82446
H16 -0.03400 -0.51771 -1.63646